Entry 1:
DFT (ωB97M-V with the def2-TZVPD basis set) results for a cluster of 2 separate species, C4H10N2O3 in total.

```
19
Properties=species:S:1:pos:R:3:forces:R:3
N 1.04113 0.52585 1.86140 -0.3 -0.2 -0.2
C 0.75277 1.36532 0.83687 0.2 -0.3 0.4
O 1.22696 2.47646 0.72811 0.0 0.2 -0.1
C -0.21494 0.79319 -0.20809 -0.1 0.4 -0.2
N -0.74797 1.81421 -1.09084 -0.2 -0.2 -0.2
C 0.49314 -0.26019 -1.07503 0.4 -0.2 0.3
C -0.52384 -1.15031 -1.73259 0.0 -0.1 -0.1
O -1.05715 -2.07824 -1.16246 0.1 0.3 -0.2
H 1.67749 0.79929 2.58401 0.2 0.2 0.0
H 0.61478 -0.38618 1.92428 -0.1 -0.1 0.0
H -1.06120 0.33671 0.30602 0.1 -0.2 0.1
H -1.38616 2.42622 -0.60576 -0.1 0.0 0.2
H 0.00738 2.41197 -1.39320 0.2 0.1 -0.1
H 1.13653 0.23566 -1.80321 -0.2 0.1 -0.1
H 1.17056 -0.87028 -0.47253 -0.2 -0.1 0.1
H -0.79466 -0.92678 -2.77705 0.0 0.0 0.0
O -0.46302 -2.36370 1.53998 0.5 0.5 -0.6
H -0.67813 -2.34817 0.57887 0.0 -0.1 0.5
H -1.19366 -2.80103 1.96120 -0.4 -0.3 0.3
```
Forces are in eV/Å.

Calculated values
HOMO energy in Eh: -0.355
Relative energy (zero: lowest compared OMol25 entry of this formula, charge and spin) in eV: 0.343
Total energy in eV: -13433.5129
LUMO energy in eV: 0.6
Spin multiplicity: 1
Gap between HOMO and LUMO in eV: 10.3
SMILES: NC(=O)[C@@H](N)CC=O.O



Entry 2:
DFT (ωB97M-V with the def2-TZVPD basis set) results for a structure of composition C21H51LuN9S.

```
83
Properties=species:S:1:pos:R:3:forces:R:3
Lu 0.58111 0.80013 0.10565 0.4 0.6 -0.4
C 1.11674 4.72437 0.29156 -0.1 -0.1 0.1
C -0.01385 4.22045 -0.60056 0.1 0.0 0.1
N 0.35702 2.98545 -1.34532 0.0 -0.3 0.2
C -0.62579 2.70492 -2.41946 -0.2 -0.1 0.1
C -1.94761 2.25500 -1.84048 0.2 0.1 -0.1
N -1.81194 1.02898 -1.01325 0.5 0.1 0.1
C -3.14529 0.74861 -0.37128 0.0 -0.2 0.3
C -3.14614 0.53129 1.13588 0.0 0.1 -0.1
C -2.33724 1.52766 1.94826 -0.1 -0.1 -0.2
N -0.92128 1.08375 2.14737 0.3 -0.3 -0.2
C -0.32077 1.88639 3.24655 0.2 0.1 0.0
C 1.16679 2.10572 3.04469 -0.2 0.0 0.0
N 1.41399 2.69996 1.70967 -0.1 -0.2 -0.2
C 1.07000 4.14812 1.69584 -0.1 0.1 -0.2
H 1.03890 5.80871 0.37036 0.0 0.0 0.0
H 2.09000 4.52204 -0.16951 0.0 0.1 0.0
H -0.29416 4.99906 -1.31401 0.0 0.0 -0.1
H -0.89080 4.00342 0.01270 0.0 0.1 0.0
H 1.21355 3.23564 -1.83405 0.1 -0.1 0.1
H -0.22122 1.93051 -3.07901 0.0 0.0 0.0
H -0.79958 3.59570 -3.02835 0.1 0.0 0.0
H -2.65656 2.09684 -2.65629 0.0 0.0 0.0
H -2.35878 3.04271 -1.21082 0.0 0.0 0.0
H -1.66194 0.26812 -1.67271 0.0 -0.1 0.0
H -3.60288 -0.12177 -0.84216 0.1 0.0 -0.1
H -3.79377 1.59701 -0.58791 0.0 0.0 -0.1
H -2.79663 -0.46936 1.36986 0.0 -0.1 0.1
H -4.19055 0.57401 1.45020 0.0 0.1 0.0
H -2.80601 1.64228 2.92731 0.1 0.1 0.0
H -2.31618 2.51240 1.47376 0.0 0.0 0.0
H -0.98920 0.12329 2.48840 -0.1 0.0 0.0
H -0.49014 1.41544 4.21560 -0.1 0.0 0.0
H -0.82861 2.84881 3.27576 0.0 0.0 0.0
H 1.69893 1.15093 3.11558 0.0 0.0 0.0
H 1.53876 2.75326 3.84288 0.1 0.0 0.0
H 2.41852 2.69554 1.57095 0.0 -0.1 -0.1
H 1.75934 4.69434 2.34394 0.0 -0.1 0.1
H 0.06842 4.28664 2.10047 0.0 0.0 0.0
C 3.45101 -0.86169 1.49928 -0.1 -0.2 0.0
C 2.33560 -1.82403 1.08146 0.2 0.2 0.0
N 1.78077 -1.45870 -0.23647 -0.2 0.1 0.1
C 2.72994 -1.69946 -1.34174 0.0 0.4 -0.2
C 2.58084 -0.63230 -2.42600 0.0 -0.2 0.2
N 2.30885 0.71484 -1.86547 -0.2 0.1 0.1
C 3.52633 1.43049 -1.40982 0.1 -0.1 0.2
C 4.19284 0.82187 -0.17837 -0.1 0.1 -0.3
N 3.25246 0.50052 0.93436 -0.2 0.1 0.1
H 4.42814 -1.25075 1.21161 0.0 0.0 0.0
H 3.45766 -0.80687 2.58786 0.1 0.1 0.0
H 1.51275 -1.78901 1.80127 0.0 0.0 0.0
H 2.72616 -2.84455 1.08611 -0.1 0.0 0.0
H 0.98172 -2.07748 -0.36284 -0.1 0.0 0.0
H 2.56579 -2.67740 -1.79649 0.0 0.0 0.1
H 3.74557 -1.71423 -0.95575 0.0 0.0 0.0
H 1.73520 -0.88774 -3.06692 0.0 0.0 0.0
H 3.47886 -0.61840 -3.04896 0.0 0.0 -0.1
H 1.98397 1.25479 -2.66324 -0.1 0.0 0.1
H 3.24144 2.46475 -1.19784 0.0 0.0 0.0
H 4.27597 1.45695 -2.20602 0.0 0.1 0.0
H 4.94517 1.53477 0.16142 0.0 0.0 0.0
H 4.74229 -0.06902 -0.47115 0.0 0.0 0.1
H 3.51270 1.12205 1.68994 0.0 0.0 0.0
C -2.72988 -5.69156 0.27232 0.0 -0.3 0.1
N -2.58609 -4.26440 0.57608 0.0 0.1 0.0
C -2.94235 -3.91736 1.94881 0.0 0.0 0.1
C -1.91839 -3.42778 -0.21954 -0.1 -0.1 -0.1
S -1.08594 -2.08091 0.47485 0.0 0.1 0.1
N -1.90321 -3.65843 -1.54346 0.0 0.0 0.1
C -2.97536 -4.38731 -2.22835 -0.2 0.0 -0.2
C -0.88345 -3.08440 -2.40248 0.1 0.0 0.1
H -2.37551 -6.25620 1.13482 0.0 0.0 0.0
H -2.12847 -5.97506 -0.58582 0.0 0.0 0.1
H -3.77020 -5.96436 0.09409 0.0 0.0 0.0
H -3.79400 -4.52687 2.24433 0.0 0.0 0.0
H -3.22545 -2.87281 2.02234 0.0 0.0 0.0
H -2.11597 -4.11558 2.63457 0.0 0.0 0.0
H -3.82135 -4.53132 -1.56454 0.0 0.1 -0.1
H -2.63537 -5.35469 -2.59882 0.0 0.0 0.0
H -3.31235 -3.79489 -3.07919 0.0 0.0 0.0
H 0.11113 -3.37955 -2.06352 0.0 0.0 0.0
H -0.94505 -1.99258 -2.43144 0.0 0.0 0.0
H -1.01995 -3.46975 -3.40930 0.0 0.0 0.0
```
Forces are in eV/Å.

Calculated values
HOMO energy in Eh: -0.606
Net charge: +3
Relative energy (zero: lowest compared OMol25 entry of this formula, charge and spin) in eV: 1.091
Total energy in eV: -80451.1750
LUMO energy in eV: -7.8
Spin multiplicity: 1
Gap between HOMO and LUMO in eV: 8.7



Entry 3:
DFT (ωB97M-V with the def2-TZVPD basis set) results for a cluster of 4 separate species, C4H18NO3 in total.

```
26
Properties=species:S:1:pos:R:3:forces:R:3
C 2.73544 1.35497 2.33880 0.8 -1.4 -0.2
C 2.13691 1.59422 0.95504 -0.5 1.1 -0.9
N 1.08785 0.55291 0.49591 0.3 1.8 0.9
C 1.26912 0.15305 -0.97275 0.1 -0.6 1.0
C 0.34433 -1.03096 -1.21228 0.7 -0.1 0.7
H 3.83287 1.38334 2.24124 -0.4 0.4 0.1
H 2.58089 0.27930 2.48536 0.0 0.0 0.6
H 2.47647 1.87750 3.27305 -0.5 0.1 -0.9
H 1.68301 2.60832 0.79658 0.4 -1.0 0.1
H 2.88478 1.43079 0.17660 0.3 0.5 0.4
H 0.15506 0.93013 0.76637 0.1 -0.5 -0.8
H 1.18921 -0.23283 1.14316 0.1 -0.4 -0.6
H 2.31825 -0.05701 -1.05040 0.6 -0.9 0.2
H 1.25782 0.98215 -1.68315 -1.2 0.4 0.5
H 0.67326 -1.95222 -0.73145 0.9 0.0 -0.2
H -0.54757 -0.88630 -0.61931 -0.6 0.4 -0.9
H 0.23963 -1.22975 -2.26747 -0.7 0.0 -0.1
H -2.13432 -0.40576 0.76777 -0.6 0.5 0.4
H -2.37722 1.07844 1.40779 -0.2 -0.8 -0.2
O -1.74113 0.42743 1.06773 0.6 0.4 -0.1
H -4.54293 -3.20198 -1.51200 0.0 0.6 0.0
H -3.23800 -2.42469 -1.33751 0.0 0.0 -0.1
O -4.18150 -2.29778 -1.48688 -0.4 -1.2 0.2
H -2.18558 0.18256 -1.29216 -0.5 0.0 -0.4
H -3.44096 -0.56413 -1.89711 0.0 0.2 0.0
O -2.47570 -0.55170 -1.85295 0.6 0.4 0.2
```
Forces are in eV/Å.

Calculated values
HOMO energy in Eh: -0.524
Net charge: +1
Relative energy (zero: lowest compared OMol25 entry of this formula, charge and spin) in eV: 1.705
Total energy in eV: -12065.6602
LUMO energy in eV: -2.9
Spin multiplicity: 1
Gap between HOMO and LUMO in eV: 11.3



Entry 4:
DFT (ωB97M-V with the def2-TZVPD basis set) results for the molecule C16H25N3O4S.

```
49
Properties=species:S:1:pos:R:3:forces:R:3
C 6.56283 3.29223 -3.26998 -0.4 0.0 0.1
C 5.16433 3.85498 -3.05644 0.5 0.4 0.1
O 4.19665 2.81760 -2.93946 -0.2 -0.2 0.0
C 4.05548 2.25496 -1.72353 0.0 0.0 0.2
O 4.67947 2.60548 -0.73708 0.1 0.1 -0.1
C 3.08434 1.19865 -1.72112 -0.3 -0.4 -0.2
S 2.25646 0.68167 -3.15960 -0.2 -0.4 0.5
C 1.42964 -0.56319 -2.29364 0.4 0.4 0.0
C 0.52783 -1.46998 -3.05919 0.0 0.0 -0.1
C 1.76029 -0.58114 -0.96103 0.1 0.1 -0.2
C 1.27100 -1.50144 0.08841 -0.2 0.0 -0.3
O 1.93776 -1.77137 1.07674 0.1 0.0 0.2
N 0.03914 -2.02785 -0.11331 -0.2 -0.1 -0.1
C -0.60212 -2.85899 0.88029 0.0 0.0 0.4
C -1.52408 -2.06287 1.80747 0.0 0.0 -0.4
C -2.69567 -1.42949 1.05503 0.1 -0.1 0.3
N -3.76203 -1.03822 1.95894 -0.1 0.0 -0.1
C -3.41899 0.11754 2.77191 -0.2 0.0 0.2
C -4.55778 0.39919 3.75174 0.4 0.0 0.0
O -5.77314 0.63176 3.08049 -0.1 0.2 0.0
C -6.10440 -0.47404 2.27619 0.0 -0.2 -0.4
C -5.00570 -0.77054 1.25579 -0.2 0.1 0.2
C 2.73664 0.42001 -0.62486 0.1 0.5 -0.4
N 3.20870 0.61361 0.61569 0.2 -0.1 0.4
H 6.57707 2.64336 -4.14261 0.0 0.0 -0.1
H 7.26575 4.10694 -3.41894 0.1 0.1 0.0
H 6.86696 2.71871 -2.39768 0.1 0.0 0.0
H 4.84241 4.44767 -3.91551 0.0 0.0 0.1
H 5.13918 4.46752 -2.14863 0.0 0.0 -0.2
H 0.83557 -1.49125 -4.10217 -0.1 -0.1 -0.1
H 0.56371 -2.48166 -2.65978 0.0 0.0 0.0
H -0.50408 -1.11447 -3.03199 -0.1 0.0 0.0
H -0.54487 -1.64074 -0.83420 0.1 0.1 0.0
H 0.19745 -3.31477 1.46840 -0.1 0.0 -0.1
H -1.16539 -3.64368 0.36690 0.0 0.0 0.1
H -0.92930 -1.29744 2.30642 0.0 0.0 0.1
H -1.92694 -2.73454 2.56582 0.0 0.0 0.1
H -2.34454 -0.57130 0.45202 -0.1 -0.1 0.0
H -3.11476 -2.17466 0.37120 0.0 0.0 -0.1
H -2.51044 -0.09455 3.33528 0.0 0.1 0.0
H -3.24985 1.01150 2.14416 0.0 0.0 0.0
H -4.35116 1.29870 4.33386 0.0 -0.1 0.0
H -4.66578 -0.46079 4.42980 0.0 0.1 0.0
H -7.03953 -0.22094 1.77370 0.0 -0.1 0.0
H -6.25454 -1.36310 2.90709 0.0 0.0 -0.1
H -5.28200 -1.65251 0.67356 0.0 0.0 0.0
H -4.90735 0.09130 0.57083 0.0 -0.1 0.0
H 3.96920 1.26987 0.71584 -0.1 0.0 0.0
H 3.06655 -0.13773 1.27718 0.1 0.1 -0.1
```
Forces are in eV/Å.

Calculated values
HOMO energy in Eh: -0.291
Relative energy (zero: lowest compared OMol25 entry of this formula, charge and spin) in eV: 0.839
Total energy in eV: -40494.3043
LUMO energy in eV: 0.5
Spin multiplicity: 1
Gap between HOMO and LUMO in eV: 8.4
SMILES: CCOC(=O)c1sc(C)c(C(=O)NCCCN2CCOCC2)c1N